(1)
Computed, not measured: the ion C5H11NOS with charge -1 in a non-equilibrium geometry, with wB97M-V/def2-TZVPD.

Values from the calculation:
Kohn-Sham gap (alpha / beta)   2.053 / 8.910 eV
ΔE to the lowest compared entry with this formula, charge and spin   6.6 kcal per mole
<S²>   0.751
Highest occupied orbital energy (alpha / beta)   0.903 / -5.656 eV
Spin multiplicity   2
Net charge   -1

Positions of all 19 atoms, in Å:
O1 -1.6229 0.8022 -2.9219
C1 -0.7144 0.8120 -2.0914
N1 -0.6486 -0.1535 -1.1351
C2 0.4062 -0.3109 -0.1044
C3 0.0213 -1.4473 0.8254
C4 -0.3467 -0.8700 2.2457
S1 1.0192 -1.0275 3.4223
C5 0.1331 2.0146 -1.8998
H1 -1.1759 -0.9850 -1.3458
H2 1.3563 -0.4257 -0.6867
H3 0.4545 0.6358 0.4156
H4 -0.8511 -2.0234 0.5053
H5 0.8297 -2.1536 0.9790
H6 -0.7905 0.1363 2.2181
H7 -1.2290 -1.4287 2.6030
H8 1.9168 -0.4314 2.6577
H9 0.4709 2.1586 -0.8834
H10 1.0097 1.7492 -2.5258
H11 -0.2385 2.9481 -2.2779

Forces on atoms 1 to 3 (eV/Å):
0.63 -0.41 -0.42
-2.63 0.64 1.04
0.47 -0.22 -0.03

Mulliken atomic charge list, values in e, 5 entries: -0.669 0.529 0.247 -1.006 -0.661

(2)
Computed, not measured: a structure of composition C49H45As2GeN3O8Ti in a non-equilibrium geometry, with wB97M-V/def2-TZVPD.

Values from the calculation:
Kohn-Sham gap (alpha / beta)   6.334 / 5.571 eV
ΔE to the lowest compared entry with this formula, charge and spin   66.5 kcal per mole
<S²>   0.766
Highest occupied orbital energy (alpha / beta)   -9.895 / -9.913 eV
Spin multiplicity   2
Net charge   +1

Positions of all 109 atoms, in Å:
Ti1 0.1277 0.3472 -0.3053
C1 4.3855 0.5268 0.3571
C2 3.0714 0.0722 0.3271
N1 2.0706 0.8011 -0.1647
C3 2.3629 2.0078 -0.7160
C4 3.6779 2.5291 -0.7660
C5 4.6986 1.7586 -0.1712
C6 3.8885 3.7463 -1.4411
C7 2.8476 4.3569 -2.1003
C8 1.5467 3.8561 -2.0421
C9 1.2651 2.7196 -1.2879
N2 0.0567 2.1198 -1.0286
C10 -1.1678 2.7314 -1.0257
C11 -1.4781 4.0826 -1.1672
C12 -2.8063 4.5011 -1.1698
C13 -3.8450 3.6180 -0.9966
C14 -3.5779 2.2651 -0.7184
C15 -4.5745 1.3138 -0.4128
C16 -4.1814 0.0609 -0.0049
C17 -2.8289 -0.2508 0.0777
N3 -1.8562 0.5788 -0.3130
C18 -2.2292 1.8317 -0.7070
H1 5.1511 -0.0987 0.7860
H2 2.8060 -0.9145 0.6932
H3 5.7136 2.1243 -0.1754
H4 4.8840 4.1593 -1.4750
H5 3.0296 5.2530 -2.6744
H6 0.7732 4.3345 -2.6219
H7 -0.6950 4.8184 -1.2312
H8 -3.0135 5.5508 -1.3122
H9 -4.8702 3.9534 -1.0222
H10 -5.6181 1.5770 -0.4811
H11 -4.9063 -0.6906 0.2620
H12 -2.5305 -1.2049 0.4929
C19 1.4080 -1.0465 3.1115
Ge1 0.3364 0.4510 2.2767
C20 1.4151 2.1198 2.6621
C21 2.4232 2.0812 3.6161
C22 3.2563 3.1712 3.8041
C23 3.1059 4.3042 3.0225
C24 2.1052 4.3504 2.0660
C25 1.2654 3.2652 1.8911
C26 -1.4663 0.2091 3.1313
C27 -1.7766 -1.0497 3.5879
C28 -2.9200 -1.2866 4.3597
C29 -3.7482 -0.2465 4.6770
C30 -3.5135 1.0446 4.1629
C31 -4.3883 2.1183 4.4301
C32 -4.1724 3.3490 3.8772
C33 -3.0854 3.5567 3.0141
C34 -2.2155 2.5369 2.7478
C35 -2.3799 1.2693 3.3345
H13 1.1879 -1.1081 4.1758
H14 2.4750 -0.8763 2.9949
H15 1.1555 -2.0007 2.6534
H16 2.5411 1.2013 4.2318
H17 4.0296 3.1273 4.5572
H18 3.7674 5.1469 3.1562
H19 1.9865 5.2256 1.4452
H20 0.4762 3.3137 1.1481
H21 -1.1086 -1.8704 3.3765
H22 -3.1185 -2.2858 4.7219
H23 -4.6014 -0.4072 5.3170
H24 -5.2284 1.9517 5.0881
H25 -4.8387 4.1690 4.0923
H26 -2.9379 4.5271 2.5635
H27 -1.3854 2.6795 2.0640
C36 -2.2947 0.0826 -5.2082
O1 -1.3933 -0.2100 -4.1492
C37 -1.7833 -1.2027 -3.3031
O2 -2.8744 -1.7423 -3.3604
C38 -0.7686 -1.5017 -2.3348
C39 -1.0794 -2.4825 -1.3438
As1 -1.0195 -4.3160 -2.0707
C40 -1.1427 -4.2192 -4.0230
C41 0.9652 -4.0339 -2.0009
C42 1.6543 -2.8895 -2.0295
As2 1.0946 -1.0049 -2.4599
C43 1.5135 -1.1070 -4.4077
C44 3.0973 -2.8115 -1.7356
O3 3.7416 -1.8202 -2.0208
O4 3.5544 -3.8388 -1.0322
C45 4.9214 -3.8129 -0.6284
C46 1.6071 -5.3758 -2.1286
O5 1.9721 -5.7191 -3.2224
O6 1.6221 -6.2194 -1.1075
C47 1.2697 -5.8186 0.2021
C48 -0.5588 -2.3503 -0.0766
O7 0.1818 -1.3461 0.2755
O8 -0.7809 -3.1945 0.9711
C49 -1.9870 -3.9349 1.0245
H28 -1.9892 1.0383 -5.6279
H29 -3.3203 0.1309 -4.8346
H30 -2.2364 -0.6980 -5.9723
H31 -2.1860 -4.1708 -4.3293
H32 -0.7027 -5.1431 -4.4053
H33 -0.5941 -3.3755 -4.4363
H34 1.1097 -1.9912 -4.9031
H35 2.6043 -1.1307 -4.4789
H36 1.1535 -0.2022 -4.8979
H37 5.0058 -4.5052 0.2072
H38 5.2054 -2.8039 -0.3240
H39 5.5585 -4.1365 -1.4525
H40 2.1574 -5.9187 0.8315
H41 0.4903 -6.4947 0.5628
H42 0.9064 -4.7859 0.2425
H43 -2.2512 -4.0052 2.0808
H44 -1.8618 -4.9430 0.6089
H45 -2.7869 -3.4266 0.4763

Forces on atoms 1 to 3 (eV/Å):
0.50 -0.17 0.01
0.29 0.33 -0.11
-0.49 0.15 -0.12

Mulliken atomic charge list, values in e, 5 entries: -2.062 -1.564 -0.441 1.709 -0.462

(3)
Computed, not measured: a structure of composition C4H3NO in a non-equilibrium geometry, with wB97M-V/def2-TZVPD.

Values from the calculation:
Kohn-Sham gap (alpha / beta)   6.741 / 7.176 eV
ΔE to the lowest compared entry with this formula, charge and spin   103.8 kcal per mole
<S²>   2.052
Highest occupied orbital energy (alpha / beta)   -6.716 / -9.603 eV
Spin multiplicity   3
Net charge   0

Positions of all 9 atoms, in Å:
C1 0.1005 -1.5338 0.1580
C2 -1.0070 0.1488 0.3037
C3 1.2805 -1.0533 -0.1500
C4 1.6626 0.3163 0.0031
N1 -1.9749 0.6073 -0.1878
O1 2.7073 0.9225 -0.0131
H1 1.8457 -1.7688 -0.7505
H2 0.5511 0.7347 0.1392
H3 -2.6408 1.2547 -0.6504

Forces on atoms 1 to 3 (eV/Å):
-1.58 1.79 0.33
-0.94 0.11 0.65
1.65 -3.07 -1.44

Mulliken atomic charge list, values in e, 5 entries: -0.084 -0.033 -0.269 0.329 -0.247

(4)
Computed, not measured: the molecule C4H8O2 in a non-equilibrium geometry, with wB97M-V/def2-TZVPD.

Values from the calculation:
Kohn-Sham gap   9.187 eV
ΔE to the lowest compared entry with this formula, charge and spin   100.0 kcal per mole
Highest occupied orbital energy   -8.398 eV
Spin multiplicity   1
Net charge   0

Positions of all 14 atoms, in Å:
C1 -2.0618 -0.4119 -0.4726
C2 -0.5635 -0.2374 -0.6544
O1 -0.1087 0.8205 0.2179
C3 1.2213 1.1408 0.2249
C4 1.8329 -0.8914 1.0426
O2 2.0710 0.3740 1.1920
H1 -2.6197 0.4881 -0.7484
H2 -2.3001 -0.6604 0.5660
H3 -2.4164 -1.2356 -1.1044
H4 -0.0177 -1.1407 -0.3828
H5 -0.3279 0.0200 -1.6991
H6 1.3052 2.1436 0.6372
H7 1.7073 0.9855 -0.7432
H8 2.2780 -1.3952 1.9241

Forces on atoms 1 to 3 (eV/Å):
0.04 0.05 0.04
-0.01 -0.15 -0.10
0.13 -0.05 0.22

Mulliken atomic charge list, values in e, 5 entries: -1.224 -0.123 -0.307 -0.103 -0.305

(5)
Computed, not measured: the molecule C6H12N2O4 in a non-equilibrium geometry, with wB97M-V/def2-TZVPD.

Values from the calculation:
Kohn-Sham gap   9.912 eV
ΔE to the lowest compared entry with this formula, charge and spin   80.2 kcal per mole
Highest occupied orbital energy   -9.617 eV
Spin multiplicity   1
Net charge   0
Structure (SMILES)   C[C@@H](O)[C@H](N)C(=O)NCC(=O)O

Positions of all 24 atoms, in Å:
C1 0.1780 -0.3194 -3.0961
C2 0.7251 0.2739 -1.8518
O1 1.2313 1.6302 -2.3269
C3 -0.1460 0.7592 -0.7033
N1 0.5899 1.8517 -0.0969
C4 -0.6083 -0.3803 0.2651
O2 -0.8583 -1.4641 -0.3419
N2 -0.5643 -0.1332 1.6023
C5 -1.3492 -0.8927 2.4258
C6 -0.4993 -1.1316 3.7133
O3 -0.9662 -1.4438 4.8219
O4 0.7623 -1.1372 3.5549
H1 -0.5814 -1.1366 -3.0026
H2 1.1243 -0.9386 -3.5842
H3 -0.2281 0.4853 -3.8877
H4 1.5564 -0.1780 -1.4552
H5 1.7568 1.0931 -3.0759
H6 -1.0972 1.0926 -1.1584
H7 0.1947 2.7480 -0.6386
H8 1.5994 1.8352 -0.2186
H9 -0.3058 0.7910 1.9213
H10 -2.1626 -0.4039 2.7638
H11 -1.3966 -1.8784 1.8815
H12 1.0450 -1.1225 2.4882

Forces on atoms 1 to 3 (eV/Å):
0.50 -2.27 -3.27
-2.07 3.74 -0.40
2.36 -4.13 -3.32

Mulliken atomic charge list, values in e, 5 entries: -1.279 -0.001 -0.568 0.466 -0.804

(6)
Computed, not measured: the molecule CH2F3NS2 in a non-equilibrium geometry, with wB97M-V/def2-TZVPD.

Values from the calculation:
Kohn-Sham gap   9.524 eV
ΔE to the lowest compared entry with this formula, charge and spin   1.6 kcal per mole
Highest occupied orbital energy   -9.311 eV
Spin multiplicity   1
Net charge   0
Structure (SMILES)   FC(F)(F)SNS

Positions of all 9 atoms, in Å:
F1 2.5668 0.1226 0.2765
C1 1.2685 -0.1377 0.0388
F2 1.1946 -0.8479 -1.0288
F3 0.8885 -0.9318 1.0705
S1 0.2457 1.4048 0.0355
N1 -1.1186 0.5215 -0.5587
S2 -2.3064 0.0327 0.6207
H1 -1.3497 0.7986 -1.5061
H2 -1.3895 -0.9628 1.0516

Forces on atoms 1 to 3 (eV/Å):
-0.01 0.55 -0.15
0.62 1.01 2.14
-0.31 -0.74 -1.74

Mulliken atomic charge list, values in e, 5 entries: -0.229 0.668 -0.197 -0.240 0.017